Entry 1:
13
Properties=species:S:1:pos:R:3:lowdin_charge:R:1 method="wB97M-V/def2-TZVPD" e_homo_ev=-13.08 e_above_lowest_kcal_mol=24.34 total_charge=+1 energy_ha=-931.8335 e_lumo_ev=-3.9
C 2.496 -1.324 -0.650 -0.3438
S 1.788 -0.335 0.769 0.4236
S 0.639 1.115 0.059 0.4442
C -1.265 0.454 -0.256 -0.3662
N -2.012 0.967 0.882 0.0925
H 3.213 -1.973 -0.203 0.0402
H 3.022 -0.668 -1.247 0.0068
H 1.671 -1.661 -1.210 0.0205
H -1.352 -0.558 -0.256 0.0505
H -1.666 0.756 -1.207 0.0933
H -2.215 1.920 0.622 0.1531
H -2.957 0.406 1.010 0.2352
H -1.362 0.900 1.688 0.1501

=====

Entry 2:
103
Properties=species:S:1:pos:R:3:lowdin_charge:R:1 method="wB97M-V/def2-TZVPD" e_homo_ev=-10.17 energy_ha=-9386.8850 e_lumo_ev=0.3
C 2.449 3.149 -4.066 0.0098
C 0.916 3.263 -3.779 -0.3051
C 0.441 4.563 -3.085 -0.0406
O -0.887 4.693 -3.657 0.0594
C -0.921 4.050 -4.805 -0.5644
O -1.877 4.066 -5.528 0.1412
O 0.266 3.353 -5.044 0.0339
H 2.970 2.898 -3.148 0.0353
H 2.753 4.072 -4.522 0.0808
H 2.520 2.243 -4.697 0.0891
H 0.589 2.410 -3.188 0.1366
H 0.899 5.491 -3.446 0.1390
H 0.389 4.523 -1.991 0.1093
C 6.484 -1.306 1.294 -0.0285
C 5.447 -1.995 2.143 -0.2468
C 5.612 -1.511 3.633 -0.0562
O 4.701 -0.386 3.751 0.0373
C 3.817 -0.467 2.725 -0.5666
O 2.945 0.319 2.513 0.1234
O 4.062 -1.539 1.936 0.0743
H 7.420 -1.785 1.551 0.0886
H 6.423 -0.245 1.514 0.0817
H 6.435 -1.379 0.187 0.0986
H 5.420 -3.081 1.986 0.1575
H 6.555 -1.102 3.977 0.1308
H 5.365 -2.286 4.366 0.1328
C 0.012 0.151 6.418 -0.0346
C 0.881 0.349 5.263 -0.2868
C 2.399 0.247 5.710 -0.0182
O 2.659 -1.181 5.436 0.0438
C 1.690 -1.715 4.662 -0.6180
O 1.728 -2.806 4.207 0.1570
O 0.737 -0.821 4.417 0.0515
H 0.296 -0.783 6.917 0.1142
H -1.032 0.281 6.142 0.0968
H 0.231 0.905 7.097 0.0691
H 0.630 1.305 4.775 0.1004
H 2.574 0.407 6.774 0.1347
H 3.059 0.851 5.131 0.0819
C -2.035 -6.837 0.532 -0.0340
C -2.128 -6.590 -0.987 -0.2212
C -3.489 -5.913 -1.432 -0.0492
O -3.017 -4.903 -2.341 0.0400
C -1.754 -4.595 -2.082 -0.6317
O -1.237 -3.568 -2.365 0.1563
O -1.147 -5.528 -1.368 0.0882
H -1.015 -7.215 0.678 0.0930
H -2.735 -7.620 0.831 0.0934
H -2.159 -5.908 1.045 0.0078
H -1.840 -7.461 -1.527 0.1341
H -4.011 -5.436 -0.631 0.1095
H -4.227 -6.556 -1.970 0.1461
C -4.082 3.754 -3.321 -0.0192
C -5.278 3.402 -2.455 -0.3003
C -6.093 2.233 -2.952 -0.0656
O -6.486 1.556 -1.691 0.0347
C -5.650 1.952 -0.747 -0.6603
O -5.683 1.685 0.429 0.1232
O -4.721 2.802 -1.260 0.0469
H -3.489 2.872 -3.468 0.0573
H -3.373 4.456 -2.903 0.0822
H -4.393 4.119 -4.292 0.0919
H -5.907 4.233 -2.160 0.1544
H -5.424 1.517 -3.492 0.1088
H -6.960 2.392 -3.645 0.1500
C 0.605 -0.962 -0.909 0.0018
C -0.234 0.047 -0.073 -0.3349
C 0.279 0.363 1.322 -0.0886
O 0.842 1.689 1.168 -0.0010
C 0.331 2.221 0.078 -0.5734
O 0.433 3.373 -0.240 0.0978
O -0.401 1.318 -0.695 0.0618
H 1.014 -1.730 -0.221 0.0938
H 1.430 -0.422 -1.370 0.0449
H -0.059 -1.302 -1.714 0.0656
H -1.261 -0.369 -0.023 0.1161
H 1.128 -0.237 1.538 0.0915
H -0.495 0.424 2.051 0.1240
Cl 3.523 1.359 -0.747 0.6040
C 4.755 2.641 -0.734 -1.5110
Cl 6.177 2.174 -1.675 0.5387
Cl 5.201 2.972 0.938 0.5569
H 4.278 3.532 -1.151 0.0198
Cl 0.765 3.673 3.615 0.5780
C 2.367 3.835 2.866 -1.5211
Cl 3.707 3.847 4.187 0.4452
Cl 2.337 5.173 1.846 0.6271
H 2.512 2.914 2.336 -0.0459
Cl -2.215 -4.893 3.468 0.5879
C -1.663 -3.254 3.623 -1.4991
Cl -2.871 -2.190 4.348 0.5528
Cl -1.225 -2.659 1.970 0.5556
H -0.731 -3.243 4.141 -0.0229
Cl -3.984 -0.554 -1.530 0.5872
C -4.799 -1.976 -2.268 -1.4427
Cl -5.735 -1.557 -3.694 0.5681
Cl -5.902 -2.610 -1.007 0.5176
H -4.036 -2.672 -2.468 -0.0314
Cl -1.799 0.311 -4.222 0.5357
C -0.956 0.339 -5.794 -1.4506
Cl -2.006 -0.468 -7.099 0.4495
Cl 0.586 -0.510 -5.835 0.5230
H -0.621 1.365 -6.018 -0.0012

=====

Entry 3:
16
Properties=species:S:1:pos:R:3:lowdin_charge:R:1 method="wB97M-V/def2-TZVPD" e_homo_ev=-9.44 e_above_lowest_kcal_mol=23.33 energy_ha=-777.9605 e_lumo_ev=-0.1
C 0.685 -2.496 0.257 -0.0860
N -0.711 -2.169 0.153 0.0506
C -1.187 -1.050 -0.017 -0.3076
C -2.570 -0.699 -0.064 -0.2247
N -3.670 -0.434 -0.276 0.1877
C -0.386 0.367 -0.150 -0.3854
C 0.942 0.726 -0.349 -0.1425
C 1.170 2.150 -0.117 -0.2068
C 0.061 2.863 0.218 -0.4332
S -1.252 1.823 0.337 1.0238
H 0.701 -3.298 0.991 0.0827
H 1.217 -1.625 0.568 0.0496
H 1.147 -2.875 -0.662 0.0988
H 1.865 0.204 -0.689 0.1158
H 2.055 2.567 -0.557 0.0932
H -0.066 3.948 0.359 0.0842

=====

Entry 4:
8
Properties=species:S:1:pos:R:3:lowdin_charge:R:1 method="wB97M-V/def2-TZVPD" e_homo_ev=-8.87 e_above_lowest_kcal_mol=200.86 energy_ha=-628.8925 e_lumo_ev=-1.0
C -1.902 0.561 -0.291 -0.4476
F -1.390 0.075 -1.483 0.0362
F -3.045 -0.053 -0.112 0.1354
F -1.009 0.130 0.648 0.0500
Si 2.668 -0.338 0.247 0.5629
H 4.075 -0.889 -0.015 -0.2532
H -1.979 1.693 -0.452 0.1867
H 2.581 -1.178 1.458 -0.2705

=====

Entry 5:
34
Properties=species:S:1:pos:R:3:lowdin_charge:R:1 method="wB97M-V/def2-TZVPD" e_homo_ev=-9.03 e_above_lowest_kcal_mol=0.00 energy_ha=-635.9451 e_lumo_ev=0.8
C 0.278 2.167 -1.487 -0.0842
O 1.219 1.176 -1.097 -0.1857
C 1.490 1.153 0.284 -0.1897
C 2.580 0.127 0.540 -0.3439
C 2.159 -1.288 0.124 -0.1376
C 1.348 -2.018 1.195 -0.2803
N 0.626 -3.199 0.719 -0.0135
O 2.867 0.202 1.930 -0.1692
C 4.189 -0.164 2.249 -0.1004
H -0.613 1.689 -1.897 0.0648
H -0.018 2.790 -0.639 0.0868
H 0.732 2.809 -2.246 0.0863
H 0.587 0.887 0.854 0.1334
H 1.837 2.131 0.639 0.1337
H 3.464 0.430 -0.035 0.1491
H 3.037 -1.883 -0.147 0.1129
H 1.555 -1.204 -0.785 0.1114
H 0.630 -1.334 1.652 0.1101
H 2.010 -2.348 1.998 0.1100
H 1.286 -3.912 0.426 0.0606
H 0.086 -2.962 -0.108 0.0581
H 4.292 -0.089 3.331 0.0901
H 4.416 -1.193 1.945 0.0880
H 4.913 0.511 1.776 0.0903
C -5.159 1.628 -0.841 -0.0242
C -3.995 0.839 -1.390 -0.4989
C -4.082 -0.663 -1.272 -0.0223
O -3.042 1.382 -1.896 0.0627
H -4.985 2.691 -0.981 0.0812
H -6.080 1.335 -1.348 0.0846
H -5.289 1.411 0.221 0.0851
H -4.969 -1.028 -1.792 0.0848
H -4.178 -0.951 -0.223 0.0857
H -3.192 -1.120 -1.698 0.0801

=====

Entry 6:
14
Properties=species:S:1:pos:R:3:lowdin_charge:R:1 method="wB97M-V/def2-TZVPD" e_homo_ev=-9.04 e_above_lowest_kcal_mol=36.30 energy_ha=-324.6666 e_lumo_ev=0.9
C -2.374 -0.778 0.186 -0.0977
C -1.449 -0.032 -0.744 -0.1361
C -0.567 0.795 -0.248 -0.1218
N 0.319 1.428 0.329 0.1658
C 1.367 0.540 0.768 -0.5023
C 2.433 0.299 -0.265 -0.0018
O 1.329 0.037 1.860 0.1049
H -2.065 -0.614 1.224 0.0800
H -3.420 -0.473 0.072 0.0714
H -2.302 -1.853 -0.016 0.0740
H -1.447 -0.220 -1.814 0.1038
H 2.920 -0.653 -0.056 0.0873
H 3.180 1.097 -0.229 0.0910
H 1.996 0.287 -1.266 0.0816

=====

Entry 7:
25
Properties=species:S:1:pos:R:3:lowdin_charge:R:1 method="wB97M-V/def2-TZVPD" e_homo_ev=-14.33 e_above_lowest_kcal_mol=96.59 total_charge=+1 energy_ha=-551.3621 e_lumo_ev=-3.1
C -1.441 1.579 -1.160 -0.0663
C -1.019 0.101 -1.605 -0.0814
C -1.197 1.529 0.423 -0.0644
C -0.708 -0.658 -0.314 -0.2621
C -0.583 -2.113 -0.301 0.0124
C -0.846 -0.320 2.075 0.0205
N 2.598 0.572 -0.924 -0.0345
N -0.887 0.094 0.691 -0.1119
N 1.835 0.180 -0.112 -0.0469
O 3.961 0.614 -0.707 0.0346
O 2.237 -0.191 1.164 -0.0354
H -0.705 2.304 -1.720 0.1497
H -2.549 1.727 -1.209 0.1197
H -1.651 -0.598 -2.174 0.1272
H -0.056 0.247 -2.216 0.1373
H -0.284 1.994 0.885 0.1451
H -1.945 1.753 1.111 0.0956
H -1.410 -2.657 0.057 0.0991
H 0.149 -2.573 0.307 0.0902
H -0.425 -2.484 -1.329 0.1166
H -0.831 -1.342 1.945 0.0511
H -1.818 -0.042 2.552 0.1360
H 0.113 -0.186 2.630 0.1230
H 4.311 0.916 -1.541 0.1045
H 3.151 -0.446 1.471 0.1404

=====

Q: Which frontier orbital gap values were calculated for the entries above? A: 9.20; 10.52; 9.33; 7.90; 9.80; 9.94; 11.23, in eV.
Q: Which F_max values were calculated for the entries above? A: 3.4; 2.5; 5.4; 2.7; 0.2; 0.7; 4.1, in eV/A.